C38H39BrN12O4P2Ti | the ωB97M-V functional and the def2-TZVPD basis

XYZ file:
```
97
Properties=species:S:1:pos:R:3:mulliken_charge:R:1
Ti 0.502 -0.347 -0.125 -0.85
C 1.451 4.499 2.698 -0.79
N 0.678 3.441 2.055 0.18
C -0.681 3.307 2.109 -0.95
C -0.995 2.215 1.357 -0.71
N 0.153 1.678 0.844 0.80
C 1.150 2.435 1.285 -0.06
P 2.901 2.210 0.862 -0.43
C 2.641 1.790 -0.892 -0.22
N 1.804 0.871 -1.373 1.09
C 1.995 0.838 -2.728 -0.64
C 2.945 1.752 -3.065 -0.98
N 3.345 2.342 -1.899 0.14
C 4.370 3.380 -1.790 -0.83
C 3.098 0.482 1.414 -0.20
N 2.389 -0.538 0.944 1.15
C 2.872 -1.672 1.535 -0.99
C 3.894 -1.327 2.368 -0.51
N 4.028 0.034 2.282 0.17
C 5.022 0.834 2.994 -0.80
H 0.779 5.086 3.315 0.33
H 2.225 4.072 3.332 0.30
H 1.903 5.148 1.951 0.34
H -1.300 3.997 2.656 0.47
H -1.970 1.814 1.137 0.40
H 1.459 0.170 -3.376 0.55
H 3.358 2.028 -4.019 0.50
H 4.635 3.702 -2.792 0.33
H 3.984 4.232 -1.237 0.34
H 5.256 2.988 -1.295 0.33
H 2.454 -2.641 1.326 0.58
H 4.528 -1.921 3.003 0.48
H 5.521 0.196 3.716 0.33
H 5.759 1.232 2.299 0.35
H 4.537 1.650 3.525 0.30
N -3.159 -1.726 -0.934 -0.37
N -4.326 -0.711 0.947 -0.03
C -3.469 -0.809 1.950 0.34
N -3.875 -0.708 3.212 -0.32
N -2.183 -1.030 1.552 0.30
N -1.195 -0.881 2.376 0.35
O -0.036 -0.905 1.825 -0.67
O -1.258 -0.733 3.582 -0.80
H -1.992 -1.011 -0.774 -0.01
H -3.319 -1.968 -1.910 -0.07
H -5.297 -0.555 1.181 0.43
H -4.845 -0.557 3.433 0.18
H -3.192 -0.772 3.951 0.21
Br -6.127 -2.658 -1.003 -0.12
C -5.479 -0.872 -1.154 -0.92
C -6.265 0.106 -1.639 -0.23
C -5.787 1.444 -1.788 -1.17
C -4.470 1.676 -1.568 -0.77
C -3.577 0.670 -1.103 -0.50
C -4.108 -0.636 -0.604 1.11
C -2.191 0.965 -1.213 -0.14
O -1.634 1.954 -1.636 -0.70
O -1.338 -0.095 -0.783 3.50
H -7.272 -0.142 -1.951 0.51
H -6.450 2.216 -2.150 0.44
H -4.037 2.644 -1.785 0.48
H -3.341 -2.558 -0.381 0.43
N 0.688 -1.848 -1.012 0.35
P 0.483 -2.784 -2.312 1.32
C 0.375 -4.494 -1.791 0.04
C -0.092 -4.778 -0.509 -0.38
C -0.219 -6.097 -0.101 -0.81
C 0.121 -7.127 -0.968 -0.62
C 0.595 -6.844 -2.243 -0.73
C 0.726 -5.528 -2.657 -0.50
C 1.890 -2.598 -3.407 0.24
C 3.160 -2.473 -2.841 -0.40
C 4.268 -2.361 -3.662 -0.80
C 4.113 -2.371 -5.044 -0.60
C 2.852 -2.492 -5.608 -0.75
C 1.735 -2.606 -4.791 -0.04
C -1.008 -2.398 -3.243 0.82
C -1.918 -3.406 -3.564 -0.91
C -3.094 -3.092 -4.234 -0.94
C -3.371 -1.774 -4.574 -0.75
C -2.464 -0.767 -4.261 -0.50
C -1.283 -1.079 -3.609 -0.09
H -0.345 -3.967 0.164 0.33
H -0.578 -6.323 0.894 0.46
H 0.024 -8.155 -0.647 0.40
H 0.869 -7.649 -2.911 0.44
H 1.109 -5.309 -3.647 0.45
H 3.272 -2.459 -1.763 0.37
H 5.255 -2.272 -3.229 0.48
H 4.982 -2.288 -5.684 0.45
H 2.735 -2.501 -6.683 0.47
H 0.750 -2.696 -5.232 0.48
H -1.723 -4.433 -3.284 0.43
H -3.797 -3.876 -4.479 0.47
H -4.296 -1.529 -5.077 0.44
H -2.681 0.263 -4.510 0.45
H -0.609 -0.275 -3.346 -0.04
```

Calculated values
energy: -6535.3170 a.u.
net charge: +2
relative energy (zero: lowest compared OMol25 entry of this formula, charge and spin): 9.7 kcal per mole



C32H37N4O2PtS | the ωB97M-V functional and the def2-TZVPD basis

XYZ file:
```
77
Properties=species:S:1:pos:R:3:mulliken_spin:R:1
Pt -0.353 7.591 16.002 0.31
C -1.096 4.681 12.197 0.01
C -0.608 6.160 12.266 -0.01
C -1.076 6.876 10.996 0.01
C 0.875 6.254 12.569 0.07
C 1.760 5.511 11.799 -0.02
C 3.136 5.555 11.989 0.02
C 3.691 6.310 13.014 -0.02
C 2.864 7.054 13.845 0.00
C 3.459 7.885 15.041 0.00
C 4.084 9.172 14.554 0.01
C 4.481 7.012 15.851 0.00
C 1.474 7.005 13.629 -0.04
N 0.683 7.902 14.290 0.59
C 0.234 9.031 13.540 0.06
O 0.902 9.388 12.572 0.26
C -1.130 9.388 13.894 0.23
C -2.001 10.229 13.185 0.00
C -3.177 10.651 13.813 0.10
C -3.616 10.014 14.966 0.12
C -2.810 9.045 15.523 -0.01
N -1.592 8.758 14.997 0.22
C -3.141 8.330 16.781 -0.01
O -4.265 8.391 17.242 0.02
N -2.043 7.614 17.238 0.01
C -2.175 6.585 18.185 -0.02
C -1.901 6.809 19.545 0.00
C -1.888 5.696 20.372 0.00
C -2.286 4.443 19.940 0.00
C -2.555 4.259 18.603 0.00
C -2.406 5.301 17.685 0.03
C -2.603 4.961 16.221 -0.04
C -1.948 3.632 15.785 0.00
C -4.109 5.003 15.878 0.00
C -1.471 8.161 20.211 0.00
C -1.645 9.444 19.379 0.00
C -2.218 8.275 21.582 0.00
H -2.171 4.558 12.247 0.00
H -0.630 4.003 12.920 0.00
H -0.795 4.288 11.246 0.00
H -1.107 6.626 13.080 0.02
H -0.586 6.473 10.112 0.00
H -0.753 7.923 11.140 -0.01
H -2.153 6.880 10.991 0.00
H 1.430 4.789 11.081 0.00
H 3.730 4.983 11.287 0.00
H 4.779 6.267 13.088 0.00
H 2.632 8.071 15.748 -0.01
H 4.985 8.939 13.966 0.00
H 4.394 9.787 15.391 0.00
H 3.411 9.770 13.913 0.00
H 5.499 7.076 15.376 0.00
H 4.164 5.995 15.874 0.00
H 4.555 7.423 16.841 0.00
H -1.688 10.696 12.229 0.01
H -3.702 11.509 13.429 0.02
H -4.614 10.189 15.392 0.00
H -1.703 5.841 21.445 0.00
H -2.327 3.571 20.630 0.00
H -3.020 3.343 18.193 0.00
H -2.121 5.782 15.682 0.03
H -2.250 2.850 16.478 0.00
H -0.894 3.647 15.875 0.00
H -2.297 3.321 14.792 0.00
H -4.597 4.073 16.123 0.00
H -4.252 5.190 14.760 0.00
H -4.475 5.903 16.408 0.00
H -0.418 8.046 20.403 0.00
H -2.735 9.564 19.164 0.00
H -1.045 9.405 18.437 0.00
H -1.252 10.257 20.030 0.00
H -3.277 8.059 21.454 0.00
H -2.035 9.283 22.001 0.00
H -1.862 7.596 22.377 0.00
S 2.473 6.352 19.255 0.03
C 1.428 6.376 18.096 0.01
N 0.695 6.567 17.177 0.01
```

Calculated values
energy: -2128.6524 a.u.
expectation value of S²: 2.025
net charge: -1
relative energy (zero: lowest compared OMol25 entry of this formula, charge and spin): 0.0 kcal per mole
spin multiplicity: 3



C21H53O14P3Tl | the ωB97M-V functional and the def2-TZVPD basis

XYZ file:
```
92
Properties=species:S:1:pos:R:3:mulliken_charge:R:1
Tl 0.465 1.059 -1.272 1.00
C -2.600 -5.581 -2.950 -0.45
O -1.645 -4.535 -3.000 -0.34
H -2.805 -6.063 -1.994 0.25
H -3.605 -5.278 -3.243 0.26
H -2.378 -6.345 -3.695 0.25
C 6.819 6.191 -0.303 -0.95
C 6.647 5.231 0.843 -0.10
O 5.581 4.309 0.640 -0.35
H 7.525 6.976 -0.032 0.34
H 5.983 6.877 -0.433 0.29
H 7.071 5.786 -1.283 0.30
H 6.299 5.869 1.655 0.22
H 7.584 4.782 1.170 0.28
C 8.489 -7.143 0.196 -1.06
C 8.595 -5.760 0.850 0.06
O 7.467 -4.873 0.575 -0.35
P 6.190 -5.012 1.510 0.95
O 5.086 -4.057 1.215 -0.76
O 5.703 -6.569 1.675 -0.24
C 4.475 -6.987 1.078 -0.41
C 4.116 -8.367 1.676 -1.07
O 6.762 -4.686 3.005 -0.30
C 7.715 -3.628 3.208 -0.31
C 8.646 -4.333 4.286 -1.12
H 8.497 -7.066 -0.891 0.30
H 9.314 -7.837 0.358 0.38
H 7.584 -7.677 0.488 0.21
H 8.845 -5.794 1.911 0.02
H 9.456 -5.260 0.406 0.36
H 3.674 -6.341 1.438 0.39
H 4.531 -6.951 -0.010 0.36
H 4.157 -8.257 2.759 0.28
H 3.079 -8.402 1.341 0.37
H 4.756 -9.122 1.219 0.30
H 8.267 -3.359 2.308 0.31
H 7.236 -2.700 3.521 0.37
H 9.392 -3.613 4.621 0.36
H 8.074 -4.760 5.110 0.31
H 9.199 -5.215 3.962 0.30
C -3.017 0.452 -10.442 -1.17
C -4.299 -0.012 -9.694 -0.32
O -4.997 1.201 -9.401 -0.12
P -4.900 1.918 -7.986 0.80
O -3.644 1.551 -7.223 -0.78
O -6.291 1.504 -7.234 -0.30
C -6.562 0.100 -7.184 0.00
C -7.708 -0.333 -8.087 -1.03
O -5.124 3.499 -8.330 -0.36
C -6.119 3.860 -9.352 -0.13
C -7.565 3.686 -8.794 -0.83
H -2.297 -0.311 -10.739 0.38
H -3.352 0.834 -11.406 0.29
H -2.503 1.260 -9.921 0.30
H -4.850 -0.663 -10.374 0.34
H -4.043 -0.645 -8.844 0.36
H -5.697 -0.425 -7.592 -0.03
H -6.694 -0.310 -6.183 0.43
H -7.767 0.333 -8.947 0.22
H -7.578 -1.311 -8.551 0.34
H -8.628 -0.326 -7.503 0.32
H -5.909 4.888 -9.647 0.31
H -5.869 3.278 -10.239 0.19
H -8.416 4.029 -9.383 0.40
H -7.921 2.663 -8.676 0.10
H -7.615 4.086 -7.781 0.29
C 0.990 3.478 7.554 -1.27
C -0.295 4.363 7.482 -0.17
O -1.353 3.522 7.476 -0.16
P -2.612 3.552 6.413 0.84
O -2.236 3.338 4.998 -0.76
O -3.688 2.529 7.047 -0.33
C -4.065 2.570 8.446 -0.11
C -3.554 1.296 9.067 -1.28
O -3.192 5.032 6.692 -0.25
C -4.406 5.506 6.236 -0.33
C -5.214 6.091 7.386 -1.12
H 1.897 4.073 7.447 0.41
H 1.049 2.976 8.520 0.29
H 1.041 2.756 6.739 0.32
H -0.305 5.067 8.313 0.28
H -0.126 4.933 6.568 0.32
H -3.620 3.453 8.904 0.31
H -5.139 2.751 8.411 0.37
H -3.956 0.439 8.527 0.33
H -2.484 1.091 9.101 0.28
H -4.034 1.158 10.036 0.38
H -4.369 6.244 5.435 0.37
H -4.997 4.738 5.737 0.32
H -6.216 6.300 7.013 0.37
H -5.356 5.486 8.282 0.28
H -4.643 6.940 7.762 0.30
```

Calculated values
energy: -3081.4698 a.u.
net charge: +1
relative energy (zero: lowest compared OMol25 entry of this formula, charge and spin): 146.7 kcal per mole



C38H38Cl3GeN2O3PSSr | the ωB97M-V functional and the def2-TZVPD basis

XYZ file:
```
88
Properties=species:S:1:pos:R:3:nbo_charge:R:1
Sr 0.320 -0.957 1.529 1.80
O 1.868 0.903 2.251 -1.08
S 3.058 0.452 1.482 2.39
O 4.087 -0.018 2.383 -0.95
O 2.641 -0.539 0.486 -1.05
C 3.550 1.877 0.575 -0.26
C 4.857 2.314 0.678 -0.19
C 5.262 3.420 -0.056 -0.19
C 4.351 4.060 -0.878 -0.18
C 3.038 3.611 -0.966 -0.20
C 2.598 2.511 -0.236 -0.33
P 0.822 1.977 -0.315 0.80
C 0.290 2.763 -1.873 -0.37
C 0.774 2.222 -3.065 -0.15
C 0.372 2.736 -4.286 -0.23
C -0.538 3.787 -4.330 -0.20
C -1.031 4.323 -3.151 -0.21
C -0.616 3.818 -1.924 -0.21
C 0.078 3.030 0.982 -0.35
C 0.698 4.132 1.561 -0.21
C 0.063 4.841 2.571 -0.18
C -1.197 4.462 3.011 -0.20
C -1.828 3.370 2.433 -0.21
C -1.190 2.658 1.428 -0.18
H 5.542 1.784 1.326 0.25
H 6.282 3.772 0.015 0.23
H 4.655 4.922 -1.458 0.23
H 2.349 4.139 -1.612 0.23
H 1.476 1.394 -3.036 0.21
H 0.762 2.316 -5.204 0.22
H -0.857 4.187 -5.283 0.22
H -1.735 5.145 -3.181 0.22
H -1.002 4.246 -1.007 0.23
H 1.685 4.436 1.238 0.22
H 0.558 5.693 3.020 0.22
H -1.686 5.018 3.801 0.22
H -2.817 3.072 2.759 0.22
H -1.704 1.824 0.960 0.20
C -1.968 -0.074 -2.298 -0.66
C -2.806 0.427 -1.156 0.05
C -3.577 1.578 -1.274 -0.23
C -4.386 2.004 -0.232 -0.19
C -4.438 1.278 0.948 -0.21
C -3.673 0.130 1.113 -0.03
C -3.714 -0.659 2.393 -0.63
C -2.861 -0.274 0.051 0.05
N -1.983 -1.389 0.213 -0.51
C -2.337 -2.558 -0.143 0.33
C -3.690 -2.917 -0.676 -0.71
C -1.271 -3.632 -0.144 0.30
C -1.683 -5.050 -0.381 -0.71
N -0.081 -3.224 0.047 -0.49
C 1.075 -4.002 -0.224 0.09
C 1.321 -4.511 -1.506 -0.02
C 0.348 -4.386 -2.649 -0.64
C 2.557 -5.107 -1.751 -0.18
C 3.538 -5.180 -0.776 -0.18
C 3.297 -4.623 0.472 -0.19
C 2.084 -4.013 0.742 -0.02
C 1.899 -3.437 2.129 -0.65
H -1.910 0.674 -3.086 0.24
H -2.393 -0.985 -2.730 0.21
H -0.949 -0.307 -1.978 0.22
H -3.535 2.143 -2.196 0.23
H -4.978 2.903 -0.340 0.23
H -5.076 1.607 1.759 0.22
H -4.241 -0.108 3.170 0.24
H -2.712 -0.880 2.773 0.20
H -4.223 -1.617 2.263 0.22
H -4.350 -2.054 -0.686 0.25
H -4.136 -3.701 -0.062 0.25
H -3.610 -3.315 -1.689 0.25
H -2.398 -5.339 0.394 0.25
H -0.828 -5.718 -0.338 0.25
H -2.188 -5.174 -1.339 0.25
H -0.276 -3.495 -2.564 0.21
H -0.312 -5.252 -2.723 0.22
H 0.892 -4.317 -3.589 0.24
H 2.750 -5.502 -2.741 0.22
H 4.489 -5.646 -0.994 0.23
H 4.065 -4.642 1.235 0.22
H 2.696 -3.814 2.768 0.26
H 0.945 -3.687 2.595 0.22
H 2.092 -2.354 2.143 0.17
Cl 2.241 0.987 5.638 -0.33
Ge 2.043 -0.832 4.576 1.17
Cl -0.330 -1.224 4.412 -0.52
Cl 2.745 -2.435 5.803 -0.35
```

Calculated values
energy: -6033.8664 a.u.
expectation value of S²: 0.754
net charge: +1
spin multiplicity: 2